No. 1
Molecular formula: C6H9NO2
Method: DFT, ωB97M-V/def2-TZVPD

```
! wB97M-V def2-TZVPD RIJCOSX def2/J DEFGRID3
* xyz 0 1
C -0.340 -0.929 -0.576
C -0.626 -0.608 0.961
C -1.152 0.880 1.180
C 0.348 1.220 -1.201
C 0.857 -0.140 -0.839
C 0.830 -0.635 1.236
H -1.145 -1.366 1.793
H -0.623 1.459 1.943
H -2.250 0.800 1.072
H -1.110 2.655 0.177
H 0.185 1.428 -2.214
H 1.022 1.993 -0.860
H 1.690 -0.540 -1.430
H 1.033 -1.854 0.956
H 1.067 -0.582 2.332
N -0.884 1.480 -0.252
O -0.712 -1.792 -1.274
O 1.564 0.158 0.452
*
```

Summary:
**Molecular weight**: 127.14 g mol⁻¹
**SMILES**: O=C1[C@@H]2CNC[C@H]1OC2
**Highest occupied orbital energy**: -8.8 eV
**Energy above the lowest of the compared OMol25 structures with the same formula, charge and spin**: 125.79 kcal/mol
**Gap between HOMO and LUMO**: 9.49 eV



No. 2
Molecular formula: C6H9NO2S
Method: DFT, ωB97M-V/def2-TZVPD

```
! wB97M-V def2-TZVPD RIJCOSX def2/J DEFGRID3
* xyz 0 1
C 0.767 0.787 -0.713
C 0.260 -0.225 -1.447
C -1.035 -0.777 -1.270
C 0.448 0.454 1.843
C 1.084 -0.852 -2.532
C 0.143 0.713 3.274
N -2.032 -0.192 -0.633
O -3.142 -0.707 -0.513
O -1.850 0.996 -0.114
S -0.063 1.477 0.682
H 1.731 1.227 -0.892
H -1.294 -1.709 -1.744
H 0.946 -0.465 1.574
H 2.132 -0.582 -2.438
H 0.720 -0.521 -3.502
H 0.990 -1.936 -2.496
H -0.496 -0.075 3.673
H -0.367 1.666 3.382
H 1.058 0.721 3.865
*
```

Summary:
**Molecular weight**: 159.21 g mol⁻¹
**Highest occupied orbital energy**: -8.1 eV
**Energy above the lowest of the compared OMol25 structures with the same formula, charge and spin**: 127.03 kcal/mol
**Gap between HOMO and LUMO**: 8.21 eV



No. 3
Molecular formula: C6H9NO3P
Method: DFT, ωB97M-V/def2-TZVPD

```
! wB97M-V def2-TZVPD RIJCOSX def2/J DEFGRID3
* xyz -1 1
C 0.285 1.244 -2.180
C -1.035 0.946 -1.730
C 1.143 0.961 -1.148
C -0.835 0.451 -0.480
C 2.626 0.942 -1.116
C -0.227 -1.559 2.253
N -1.081 -1.733 1.154
O -3.265 -0.643 0.029
O -2.027 0.627 1.933
O 0.431 0.400 -0.116
P -2.015 -0.310 0.692
H 0.515 1.677 -3.120
H -2.087 1.067 -2.132
H 3.070 -0.027 -1.153
H 3.130 1.592 -1.802
H 2.769 1.281 -0.032
H 0.506 -0.639 2.041
H -0.588 -1.357 3.272
H 0.400 -2.455 2.354
H -1.714 -2.465 1.284
*
```

Summary:
**Molecular weight**: 174.12 g mol⁻¹
**SMILES**: CN[P@@](=O)([O-])c1ccc(C)o1
**Highest occupied orbital energy**: -4.4 eV
**Energy above the lowest of the compared OMol25 structures with the same formula, charge and spin**: 31.15 kcal/mol
**Gap between HOMO and LUMO**: 7.77 eV



No. 4
Molecular formula: C6H9NO4
Method: DFT, ωB97M-V/def2-TZVPD

```
! wB97M-V def2-TZVPD RIJCOSX def2/J DEFGRID3
* xyz -2 1
C -1.447 0.096 -1.457
C 0.941 1.765 0.134
C 1.034 0.604 -0.907
C 0.771 1.158 1.491
C -0.227 -0.280 -0.681
C -0.764 -2.461 -0.041
N -0.538 0.385 1.447
O -2.365 -0.710 -1.474
O -0.548 -0.584 2.328
O -1.369 1.191 -2.001
O 0.251 -1.641 -0.550
H 1.914 2.308 0.176
H -0.050 2.407 -0.117
H 1.088 0.958 -1.921
H 1.973 0.100 -0.930
H 1.624 0.724 1.916
H 0.577 2.019 2.260
H -1.456 -1.905 0.461
H -0.314 -3.098 0.800
H -1.098 -3.035 -0.935
*
```

Summary:
**Molecular weight**: 159.14 g mol⁻¹
**SMILES**: COC(CCCN=O)=C([O-])[O-]
**Highest occupied orbital energy (alpha / beta)**: 2.0 / 1.9 eV
**Gap between HOMO and LUMO (alpha / beta)**: 4.79 / 4.93 eV



No. 5
Molecular formula: C6H9NO4S
Method: DFT, ωB97M-V/def2-TZVPD

```
! wB97M-V def2-TZVPD RIJCOSX def2/J DEFGRID3
* xyz 0 1
C -1.370 -0.848 -0.618
C 0.656 -1.338 1.099
C 0.640 1.845 0.832
C 1.279 1.923 -0.531
C -0.182 -0.240 0.055
C -2.651 -0.091 -0.592
N 1.062 -2.446 0.493
O -1.248 -1.854 -1.265
O 0.976 -0.914 2.177
O 2.410 -0.406 -0.700
O -0.406 0.888 0.778
S 1.171 0.190 -1.178
H 1.461 1.562 1.512
H 0.014 2.857 1.142
H 0.808 2.539 -1.315
H 2.355 2.114 -0.529
H -3.413 -0.582 -0.042
H -3.018 -0.257 -1.613
H -2.631 1.051 -0.421
H 0.423 -2.720 -0.296
H 1.664 -3.273 1.015
*
```

Summary:
**Molecular weight**: 191.21 g mol⁻¹
**Highest occupied orbital energy**: -9.2 eV
**Energy above the lowest of the compared OMol25 structures with the same formula, charge and spin**: 5.33 kcal/mol
**Gap between HOMO and LUMO**: 9.54 eV



No. 6
Molecular formula: C6H9NO6
Method: DFT, ωB97M-V/def2-TZVPD

```
! wB97M-V def2-TZVPD RIJCOSX def2/J DEFGRID3
* xyz 0 1
C 0.199 0.139 -0.086
C 1.198 -0.846 0.200
C 0.364 1.536 -0.346
C 3.419 -1.403 -0.323
C -0.828 3.493 0.484
C -2.664 -2.364 0.167
N -1.429 -0.417 -0.010
O 1.009 -1.982 0.646
O 1.268 2.135 -0.870
O -2.311 0.132 -0.648
O 2.422 -0.413 -0.159
O -0.666 2.107 0.268
O -1.471 -1.641 0.563
H 4.203 -1.387 0.497
H 3.837 -1.201 -1.347
H 2.967 -2.367 -0.153
H -0.255 3.697 1.329
H -1.853 3.580 0.716
H -0.385 4.042 -0.350
H -3.525 -1.717 0.262
H -2.878 -3.073 0.957
H -2.490 -2.810 -0.732
*
```

Summary:
**Molecular weight**: 191.14 g mol⁻¹
**SMILES**: COC(=O)C(C(=O)OC)=[N+]([O-])OC
**Highest occupied orbital energy (alpha / beta)**: -8.7 / -8.7 eV
**Energy above the lowest of the compared OMol25 structures with the same formula, charge and spin**: 34.96 kcal/mol
**Gap between HOMO and LUMO (alpha / beta)**: 7.54 / 7.54 eV



No. 7
Molecular formula: C6H9NOSi
Method: DFT, ωB97M-V/def2-TZVPD

```
! wB97M-V def2-TZVPD RIJCOSX def2/J DEFGRID3
* xyz 0 1
C -2.640 -0.398 -0.140
C -2.331 0.902 -0.102
C -1.613 -1.400 -0.051
C -0.929 1.378 0.039
C -0.309 -1.076 0.033
C 0.127 0.299 0.031
N 1.373 0.558 0.026
O 4.763 0.377 -0.039
Si 3.555 -0.531 0.067
H -3.664 -0.723 -0.240
H -3.094 1.664 -0.163
H -1.920 -2.436 -0.061
H -0.703 2.103 -0.752
H 0.464 -1.825 0.080
H 1.629 1.539 0.016
H 3.041 -1.290 -1.064
H -0.839 1.934 0.982
H 3.090 -1.076 1.337
*
```

Summary:
**Molecular weight**: 139.23 g mol⁻¹
**Highest occupied orbital energy**: -9.3 eV
**Energy above the lowest of the compared OMol25 structures with the same formula, charge and spin**: 0.00 kcal/mol
**Gap between HOMO and LUMO**: 8.56 eV



No. 8
Molecular formula: C6H9NS
Method: DFT, ωB97M-V/def2-TZVPD

```
! wB97M-V def2-TZVPD RIJCOSX def2/J DEFGRID3
* xyz 0 1
C -0.969 0.187 0.631
C -1.102 0.569 -0.854
C 0.022 1.591 -0.575
C 0.535 0.495 0.384
C 1.007 -0.606 -0.514
C 2.122 -1.332 -0.402
H -2.289 -1.342 1.026
H -0.974 -1.274 2.048
H -1.427 1.006 1.228
H -2.036 0.877 -1.345
H 0.648 1.860 -1.430
H -0.331 2.468 -0.050
H 1.197 0.706 1.212
H 2.352 -2.137 -1.119
H 2.803 -1.152 0.438
N -1.290 -1.146 1.079
S -0.268 -0.771 -1.755
*
```

Summary:
**Molecular weight**: 127.21 g mol⁻¹
**SMILES**: C=C1S[C@@H]2C[C@H]1[C@@H]2N
**Highest occupied orbital energy**: -8.0 eV
**Energy above the lowest of the compared OMol25 structures with the same formula, charge and spin**: 31.69 kcal/mol
**Gap between HOMO and LUMO**: 8.81 eV



No. 9
Molecular formula: C6H9NS
Method: DFT, ωB97M-V/def2-TZVPD

```
! wB97M-V def2-TZVPD RIJCOSX def2/J DEFGRID3
* xyz 0 1
C -0.674 -1.996 -1.209
C -0.482 -1.156 0.048
C -1.382 0.590 1.337
C -0.118 1.120 0.698
C 0.396 2.348 0.786
C 0.463 0.012 -0.104
H -1.114 -1.406 -2.018
H 0.254 -2.423 -1.511
H -1.369 -2.791 -0.992
H -0.056 -1.811 0.836
H -2.357 -1.181 0.911
H -2.157 1.365 1.366
H -1.181 0.297 2.384
H -0.059 3.121 1.359
H 1.320 2.567 0.277
N -1.734 -0.524 0.461
S 1.852 0.026 -0.948
*
```

Summary:
**Molecular weight**: 127.21 g mol⁻¹
**SMILES**: C=C1CN[C@@H](C)C1=S
**Highest occupied orbital energy**: -8.6 eV
**Energy above the lowest of the compared OMol25 structures with the same formula, charge and spin**: 22.26 kcal/mol
**Gap between HOMO and LUMO**: 7.97 eV



No. 10
Molecular formula: C6H9NS
Method: DFT, ωB97M-V/def2-TZVPD

```
! wB97M-V def2-TZVPD RIJCOSX def2/J DEFGRID3
* xyz 0 1
C 1.794 1.343 0.184
C -1.321 1.152 -0.180
C -2.457 0.202 -0.247
C -0.283 0.018 -0.471
C 1.967 -1.053 0.901
C 1.052 0.149 0.657
N 2.381 2.165 -0.344
S -1.424 -1.253 -0.147
H -1.400 1.913 -0.875
H -1.064 1.305 0.896
H -3.264 0.305 0.470
H -2.903 0.317 -1.261
H 0.197 -0.134 -1.416
H 3.059 -0.563 1.141
H 1.619 -1.664 1.645
H 2.187 -1.629 -0.079
H 0.685 0.354 1.630
*
```

Summary:
**Molecular weight**: 127.21 g mol⁻¹
**Highest occupied orbital energy**: -8.9 eV
**Energy above the lowest of the compared OMol25 structures with the same formula, charge and spin**: 51.44 kcal/mol
**Gap between HOMO and LUMO**: 9.63 eV



No. 11
Molecular formula: C6H9NS
Method: DFT, ωB97M-V/def2-TZVPD

```
! wB97M-V def2-TZVPD RIJCOSX def2/J DEFGRID3
* xyz 0 1
C 0.975 -0.369 -0.860
C 1.202 1.051 -0.587
C 1.316 2.225 -0.345
C -0.461 -0.847 -0.435
C -0.890 -0.412 0.955
C -1.938 0.656 0.543
H 1.910 -1.058 0.794
H 1.825 -2.091 -0.339
H 0.973 -0.695 -1.918
H 1.385 3.310 -0.153
H -0.498 -1.922 -0.671
H -1.359 -1.193 1.573
H -0.133 0.128 1.525
H -2.963 0.577 0.892
H -1.540 1.700 0.522
N 2.032 -1.114 -0.229
S -1.837 0.053 -1.264
*
```

Summary:
**Molecular weight**: 127.21 g mol⁻¹
**SMILES**: C#C[C@@H](N)[C@H]1CCS1
**Highest occupied orbital energy**: -8.5 eV
**Energy above the lowest of the compared OMol25 structures with the same formula, charge and spin**: 63.99 kcal/mol
**Gap between HOMO and LUMO**: 9.30 eV



No. 12
Molecular formula: C6H9OPS
Method: DFT, ωB97M-V/def2-TZVPD

```
! wB97M-V def2-TZVPD RIJCOSX def2/J DEFGRID3
* xyz 0 1
C -2.821 1.143 -0.353
C -1.447 1.453 -0.612
C -3.008 -0.123 0.189
C -0.633 0.354 -0.386
C 1.692 0.060 1.488
C 1.698 -1.429 -0.940
O 2.351 1.127 -0.985
P 1.386 0.213 -0.286
S -1.529 -1.027 0.168
H -3.684 1.900 -0.465
H -1.050 2.482 -0.951
H -3.790 -0.672 0.595
H 2.705 -0.021 1.695
H 1.158 -0.883 2.014
H 1.579 0.974 2.163
H 1.695 -2.369 -0.291
H 2.664 -1.478 -1.391
H 1.033 -1.703 -1.654
*
```

Summary:
**Molecular weight**: 160.18 g mol⁻¹
**SMILES**: CP(C)(=O)c1cccs1
**Highest occupied orbital energy**: -9.2 eV
**Energy above the lowest of the compared OMol25 structures with the same formula, charge and spin**: 0.00 kcal/mol
**Gap between HOMO and LUMO**: 9.81 eV



No. 13
Molecular formula: C6H9P3
Method: DFT, ωB97M-V/def2-TZVPD

```
! wB97M-V def2-TZVPD RIJCOSX def2/J DEFGRID3
* xyz 0 1
C -2.877 0.055 0.037
C -0.227 -0.893 0.027
C -2.785 0.202 -1.304
C 1.140 0.743 1.365
C 2.420 -0.995 -0.561
C -0.103 0.436 0.571
P -1.537 -0.618 1.145
P 0.908 -2.114 -0.423
P 2.596 0.684 0.215
H -3.898 0.202 0.599
H -3.444 0.599 -1.999
H -1.859 -0.116 -1.580
H 0.921 1.748 1.868
H 1.213 -0.206 1.977
H 3.083 -1.430 0.211
H 2.965 -0.954 -1.447
H -0.500 1.280 -0.022
H 1.986 1.377 -0.681
*
```

Summary:
**Molecular weight**: 174.06 g mol⁻¹
**SMILES**: C=CP1C2=PCPC[C@@H]21
**Highest occupied orbital energy**: -8.5 eV
**Energy above the lowest of the compared OMol25 structures with the same formula, charge and spin**: 32.36 kcal/mol
**Gap between HOMO and LUMO**: 8.14 eV



No. 14
Molecular formula: C6HF5NP
Method: DFT, ωB97M-V/def2-TZVPD

```
! wB97M-V def2-TZVPD RIJCOSX def2/J DEFGRID3
* xyz 0 3
C 3.037 1.424 -2.401
C 2.223 0.479 -2.953
C 3.004 1.618 -1.024
C 1.407 -0.243 -2.069
C 2.210 0.930 -0.160
C 1.357 -0.028 -0.695
N -0.225 0.129 1.194
F 3.781 2.217 -3.184
F 2.162 0.367 -4.248
F 3.804 2.551 -0.510
F 0.489 -1.142 -2.555
F 2.324 1.036 1.175
P 0.223 -1.169 0.533
H -1.037 0.311 1.875
*
```

Summary:
**Molecular weight**: 213.04 g mol⁻¹
**⟨S²⟩**: 2.0125
**Highest occupied orbital energy (alpha / beta)**: -7.2 / -9.8 eV
**Gap between HOMO and LUMO (alpha / beta)**: 7.52 / 7.01 eV



No. 15
Molecular formula: C6HF5O3S
Method: DFT, ωB97M-V/def2-TZVPD

```
! wB97M-V def2-TZVPD RIJCOSX def2/J DEFGRID3
* xyz 0 1
O -2.456 2.161 -1.290
C -1.727 1.644 -0.488
O -1.564 2.048 0.811
C -0.720 1.191 1.467
O -0.491 1.241 2.653
C -0.245 0.164 0.462
C 0.725 -0.939 0.751
F 1.275 -0.703 1.948
F 0.118 -2.115 0.811
C 1.923 -1.021 -0.249
F 1.694 -1.890 -1.208
F 2.140 0.175 -0.779
F 3.020 -1.391 0.393
C -0.857 0.429 -0.676
S -0.765 -0.346 -2.252
H -2.069 -0.646 -2.356
*
```

Summary:
**Molecular weight**: 248.13 g mol⁻¹
**SMILES**: O=C1OC(=O)C(C(F)(F)C(F)(F)F)=C1S
**Highest occupied orbital energy**: -10.6 eV
**Energy above the lowest of the compared OMol25 structures with the same formula, charge and spin**: 0.00 kcal/mol
**Gap between HOMO and LUMO**: 8.86 eV



No. 16
Molecular formula: C6HO6Zr
Method: DFT, ωB97M-V/def2-TZVPD

```
! wB97M-V def2-TZVPD RIJCOSX def2/J DEFGRID3
* xyz 3 1
O -1.009 -4.121 -0.095
C -1.401 -3.091 0.239
Zr -1.106 1.083 0.148
O 1.755 -1.338 1.102
C 0.786 -0.621 1.071
C 1.105 2.157 0.092
O 2.115 2.611 -0.256
C -0.019 2.056 -2.393
O -0.761 2.301 -3.255
C 0.207 -0.564 -1.286
O 0.954 -0.925 -2.102
H -2.898 0.453 0.313
O 0.222 -0.070 3.384
C 0.049 0.069 2.208
*
```

Summary:
**Molecular weight**: 260.29 g mol⁻¹
**Highest occupied orbital energy (alpha / beta)**: -23.8 / -23.8 eV
**Energy above the lowest of the compared OMol25 structures with the same formula, charge and spin**: 35.71 kcal/mol
**Gap between HOMO and LUMO (alpha / beta)**: 6.34 / 6.37 eV